C6H18F6O4PZr | ωB97M-V/def2-TZVPD

- E_LUMO (alpha / beta): -3.890 / -4.117 eV
- E: -41579.31229 eV
- Maximum force: 0.1327 Eh/bohr
- HOMO energy (alpha / beta): -9.8 / -9.8 eV
- Gap between HOMO and LUMO (alpha / beta): 5.886 / 5.659 eV

```
! RIJCOSX wB97M-V def2-TZVPD def2/J DEFGRID3
* xyz 0 2
F -40.17586 9.29602 -15.74903
H -40.22364 13.05577 -13.24129
Zr -35.71489 9.05437 -13.66204
F -39.26951 7.85241 -17.15227
C -39.35236 11.53195 -12.36117
H -33.73749 13.97962 -12.03239
F -39.40488 9.31240 -18.94874
F -40.35307 10.86835 -17.51778
H -41.44075 10.86071 -12.92071
O -35.49356 12.77319 -14.68028
H -32.74588 13.21089 -14.90633
H -38.04353 9.76729 -14.63926
H -38.32076 11.17999 -12.35589
C -34.72812 13.77086 -14.07856
H -38.78848 11.95420 -10.25666
H -39.14029 13.29237 -11.13335
H -35.35314 14.65991 -13.99463
H -34.99456 11.97245 -14.50308
F -41.35248 8.77667 -17.70583
H -33.56485 10.92714 -14.56882
O -37.20564 10.24456 -14.48213
C -34.51518 13.39888 -12.52842
F -38.38324 9.95293 -17.12943
C -40.46424 10.48160 -12.61938
O -34.29965 10.31403 -14.37211
H -32.86343 14.87187 -14.47334
O -39.45105 12.50000 -13.36709
H -35.39390 13.60379 -11.91690
H -40.52039 12.34182 -10.62727
P -39.85890 9.28436 -17.34199
H -33.72197 14.23821 -15.91778
H -34.29389 12.33321 -12.46950
C -33.44616 14.04580 -14.88095
C -39.50412 12.27172 -11.01505
H -40.69064 10.07008 -11.63577
H -40.18718 9.82267 -13.44227
*
```

=====

C16H23BN6Pt | ωB97M-V/def2-TZVPD

- E_LUMO (alpha / beta): 0.521 / -2.290 eV
- E: -29822.78127 eV
- Maximum force: 0.1009 Eh/bohr
- HOMO energy (alpha / beta): -4.5 / -8.6 eV
- Gap between HOMO and LUMO (alpha / beta): 5.012 / 6.264 eV

```
! RIJCOSX wB97M-V def2-TZVPD def2/J DEFGRID3
* xyz 0 3
N -1.74210 -1.57055 0.27697
H -0.66510 0.71548 -3.82068
H 3.62500 -2.81890 0.31383
H 1.18902 1.95843 3.94100
C 2.01768 2.49136 3.46601
N -1.05671 -2.24165 -2.50787
H -1.62950 -1.16054 -0.66165
C -0.84738 -0.33243 -3.68899
C 0.43344 4.12349 2.44241
B -0.85165 -3.23101 -1.26534
H -0.87789 -4.37370 -1.59441
H -2.67768 -0.27846 1.68394
H 2.81744 1.76862 3.27961
C -1.15268 2.04414 -1.40633
H 3.55442 3.17343 1.29946
H -0.42189 3.62164 2.90473
H -1.31286 -1.25175 -5.63730
C -1.16701 -1.37161 -4.56260
H 0.07976 4.58723 1.51538
C -2.77488 -3.45118 0.71370
H -4.05535 -2.60139 2.31614
C -1.25045 -2.52831 -3.81593
C 1.54936 3.10960 2.14834
H 2.42861 4.31473 0.55737
H 1.66595 -4.51699 -0.60543
N -0.75826 -0.86420 -2.43179
C 2.64331 -2.58326 -0.01475
N -1.82159 -2.91444 -0.06062
H -1.42024 -3.57041 -4.11182
C -2.69259 -1.25878 1.21322
H 0.78380 4.91585 3.11730
C 2.72616 3.85756 1.50682
Pt -0.49389 0.24891 -0.84946
H -1.98163 2.07968 -0.65687
C 1.03222 2.03290 1.26074
C 0.44619 1.28293 0.48061
N 0.81218 -1.41086 -0.53287
H -3.01602 -4.48343 0.59334
C 1.66589 -3.45913 -0.46584
N 0.55363 -2.74759 -0.75408
H -1.61184 2.01668 -2.42621
H 2.38812 3.25875 4.15899
C -3.30313 -2.45849 1.57131
H -0.45529 2.86616 -1.21225
H 2.46515 -0.33926 0.21258
C 2.07200 -1.30204 -0.06521
H 3.08826 4.65280 2.17453
*
```

=====

C27H38N5OTeTi | ωB97M-V/def2-TZVPD

- E_LUMO: -4.530 eV
- E: -68514.71853 eV
- Maximum force: 0.0117 Eh/bohr
- HOMO energy: -11.7 eV
- Gap between HOMO and LUMO: 7.147 eV

```
! RIJCOSX wB97M-V def2-TZVPD def2/J DEFGRID3
* xyz 1 1
H -2.38204 -5.65188 -0.92977
C 2.68383 3.10523 1.59219
H 1.75626 -1.44348 -1.53453
H -0.91846 -3.05900 -3.20879
C 0.14363 2.75014 3.27177
C 0.88203 -3.74515 0.90997
C -2.02253 -3.55382 -1.39900
N 0.07009 2.32827 -1.79038
H -4.16892 -3.28388 -1.32067
H 2.79238 0.57114 3.85172
H -0.42134 2.47921 4.16478
H -4.77329 0.25650 0.79046
C 4.31076 -0.66894 -1.09735
H -1.67147 -1.65652 -2.45071
H 3.96116 -1.32150 -0.29205
H -2.84358 3.17893 -1.67326
H 2.46034 -1.36778 1.55476
N 1.13274 -0.09454 0.56257
Te -3.51492 0.59961 -1.57730
N -0.35725 -2.13886 -0.15935
C -2.15042 -5.02676 -1.79299
H -3.44797 -3.70541 0.23940
C 0.99473 4.40915 -2.25060
C 2.00638 1.04817 0.58993
H -0.55959 2.94898 2.46335
C 3.56772 2.44782 -0.53799
C -5.08083 0.08270 -0.23760
H -5.32578 -0.96515 -0.38270
H -4.42638 3.01249 -0.90061
H 3.57529 0.82855 -2.42474
H -2.96150 -5.14240 -2.51221
H 0.66290 3.68591 3.48350
H -1.23553 -5.39797 -2.25626
H 1.64610 -4.21332 1.51015
Ti -0.71574 -0.10909 -0.16382
C -1.78018 0.08421 1.54696
H 4.04394 4.29208 0.44137
H 2.64739 2.25435 4.34662
H -2.71910 -0.44592 1.37317
C 2.84658 1.25715 -0.51268
H 4.67529 -1.30871 -1.90215
H 2.64184 3.81627 2.40716
C 2.07670 1.36042 4.08979
C 0.74423 -2.37115 0.68491
O -0.56854 1.56597 -0.89165
C -0.11884 -4.36275 0.18573
C -0.17405 4.00248 -0.09638
H 1.21108 -0.05683 -2.53287
C -1.80164 -2.72050 -2.66580
H 0.55135 0.72579 2.74679
C 3.47620 3.37225 0.49054
C 1.93258 1.93599 1.66731
H -5.94710 0.69202 -0.47958
H -3.26298 -2.07292 -0.39989
H -1.23348 -0.39420 2.36211
H -0.29667 -5.42119 0.10770
C -3.30301 -3.12688 -0.67397
C 1.52494 -1.27637 1.00895
H -2.66540 -2.80824 -3.32731
H -2.94042 2.69807 0.04038
C -0.85853 -3.35905 -0.46519
H 5.14688 -0.08408 -0.71516
H 2.46918 -1.13020 -3.09187
H 1.51356 1.05931 4.97398
C 2.07147 -0.63942 -2.20157
H -1.96014 1.13727 1.76965
C 3.17683 0.23388 -1.59892
N 1.57248 5.12995 -2.92996
C 0.27556 3.52402 -1.37717
H 4.22523 2.64281 -1.37707
C -3.41267 2.62120 -0.93394
N -0.57731 4.34902 0.92005
C 1.12801 1.63659 2.91810
*
```

=====

H42O21 | ωB97M-V/def2-TZVPD

- E_LUMO: -0.469 eV
- E: -43679.52863 eV
- Maximum force: 0.0423 Eh/bohr
- HOMO energy: -10.6 eV
- Gap between HOMO and LUMO: 10.106 eV

```
! RIJCOSX wB97M-V def2-TZVPD def2/J DEFGRID3
* xyz 0 1
H -1.40654 0.06968 2.91892
H -2.17642 -2.57156 4.12457
O 1.30542 1.43759 -3.19863
H -2.20306 -1.77876 0.57850
H 1.84716 2.16135 -2.85191
H -2.47076 2.43367 -1.00002
O -0.87123 0.09330 2.12302
H -0.06816 3.74753 1.03314
H -2.06904 -2.80891 2.59545
H 2.11353 3.14457 0.11766
H 0.43113 -0.76415 -1.35608
H 3.33356 -0.38595 -2.82222
H 2.60208 2.52885 1.43128
H 1.42708 4.24786 -1.01943
H -1.21924 0.75426 1.52580
O -2.12487 -4.21900 -2.94193
H -2.02748 2.90586 -3.49127
H -1.19303 3.24618 0.13342
O 0.06010 -5.16877 0.36914
H -2.55153 1.56138 -3.31593
H -3.17962 2.41599 2.08298
H 1.58491 -0.08300 -0.57270
H 3.61466 -0.46516 3.01026
O -2.56025 2.28134 2.81025
H -4.59179 -1.60190 1.20002
H -0.48926 -5.37812 1.12161
O 1.30326 3.56552 -1.68126
H -1.57863 -3.50405 -3.26881
H -3.93887 -0.41327 0.48531
H -2.07468 3.10546 2.84175
H -2.15823 -1.48995 -1.78027
H -0.63138 0.13657 -3.07902
O -1.80527 2.09201 -3.01504
O 3.08235 -2.50749 1.88867
H 1.18084 2.83342 3.61522
O -1.31136 -2.10064 0.39455
H 0.26452 1.56226 3.64836
H -2.43126 1.04989 -0.37377
H 4.05277 0.26338 -0.12935
H 0.42612 1.66140 -2.88786
H 4.00761 -2.66576 1.67315
H -3.68140 -1.50086 -1.42654
H 2.88075 -3.35322 2.30997
O -0.47012 3.89188 0.17071
H -0.40518 -1.22039 -4.01751
O -2.88230 -0.96707 -1.41408
H 0.31089 -4.24137 0.38977
O 4.24412 -0.20881 -3.06798
H -1.72853 -4.66408 -2.18741
H 3.21595 0.67304 2.08167
O 3.96738 0.29569 2.54782
O 1.14064 1.90678 3.85440
H 0.56368 3.85038 -2.22224
O -2.51622 -3.09896 3.39938
O -2.68355 1.96748 -0.19766
O -4.09696 -0.79154 1.35857
O 2.89787 2.78248 0.54994
O 0.63373 -0.11373 -0.67188
H -0.72047 -1.41007 0.72559
H 4.77608 -0.03498 -2.29152
O 3.75947 -0.65803 -0.08774
H 4.11059 -0.84335 0.79101
O -0.78112 -0.78957 -3.25399
*
```

=====

Number 1: molecular weight 390.39 g mol⁻¹. Number 2: molecular weight 505.29 g mol⁻¹. Number 3: molecular weight 624.10 g mol⁻¹. Number 4: molecular weight 378.31 g mol⁻¹.